Entry 1:
{
  "formula": "C27H28ClCuN5PSi",
  "method": "ωB97M-V with the def2-TZVPD basis set",
  "spin_multiplicity": 1,
  "gap_ev": 6.159,
  "e_homo_ev": -6.2245,
  "e_lumo_ha": -0.0024,
  "elements": ["Cu", "N", "C", "N", "C", "N", "C", "C", "N", "C", "C", "N", "H", "H", "H", "H", "H", "Cl", "C", "C", "C", "C", "C", "C", "P", "C", "C", "C", "C", "C", "C", "C", "C", "C", "C", "C", "C", "H", "H", "H", "H", "H", "H", "H", "H", "H", "H", "H", "H", "H", "H", "C", "Si", "C", "C", "H", "H", "H", "H", "H", "H", "H", "H", "H"],
  "positions_angstrom": [[0.095, -1.172, 0.324], [4.407, -0.840, 1.316], [3.576, -0.518, 0.318], [2.343, -0.449, 0.766], [2.489, -0.758, 2.085], [3.725, -0.997, 2.465], [1.339, -0.864, 2.995], [1.491, -1.013, 4.370], [0.447, -1.133, 5.178], [-0.753, -1.107, 4.604], [-0.916, -0.963, 3.236], [0.134, -0.841, 2.424], [5.401, -0.982, 1.290], [3.902, -0.337, -0.693], [2.482, -1.037, 4.806], [-1.619, -1.208, 5.247], [-1.897, -0.959, 2.777], [-3.213, -0.829, -1.170], [-3.382, 0.785, -0.544], [-4.667, 1.256, -0.325], [-4.853, 2.542, 0.158], [-3.753, 3.348, 0.409], [-2.475, 2.864, 0.177], [-2.260, 1.572, -0.300], [-0.588, 0.885, -0.592], [-0.488, 0.934, -2.411], [0.209, -0.088, -3.047], [0.326, -0.102, -4.430], [-0.262, 0.902, -5.184], [-0.971, 1.920, -4.558], [-1.084, 1.934, -3.176], [0.519, 2.229, -0.049], [1.291, 2.983, -0.926], [2.204, 3.914, -0.441], [2.346, 4.107, 0.923], [1.572, 3.364, 1.808], [0.675, 2.428, 1.324], [-5.507, 0.608, -0.537], [-5.857, 2.907, 0.330], [-3.887, 4.355, 0.782], [-1.624, 3.505, 0.369], [0.627, -0.895, -2.451], [0.861, -0.906, -4.918], [-0.181, 0.888, -6.264], [-1.441, 2.698, -5.146], [-1.644, 2.726, -2.692], [1.190, 2.839, -1.994], [2.802, 4.489, -1.137], [3.056, 4.832, 1.298], [1.677, 3.508, 2.876], [0.090, 1.840, 2.021], [-0.399, -3.992, -1.904], [0.122, -3.411, -0.174], [-0.985, -4.410, 1.007], [1.853, -4.173, 0.070], [-0.329, -5.081, -2.000], [0.229, -3.546, -2.681], [-1.431, -3.702, -2.121], [-0.890, -5.488, 0.836], [-2.037, -4.144, 0.871], [-0.736, -4.219, 2.055], [1.828, -5.263, -0.037], [2.262, -3.947, 1.059], [2.560, -3.784, -0.670]]
}

=====

Entry 2:
{
  "formula": "C27H28ClMnNO3P2",
  "method": "ωB97M-V with the def2-TZVPD basis set",
  "spin_multiplicity": 5,
  "gap_ev": [5.686, 6.209],
  "e_homo_ev": [-10.5962, -11.0637],
  "e_lumo_ha": [-0.1805, -0.1784],
  "total_charge": 1,
  "e_above_lowest_kcal_mol": 54.1,
  "elements": ["C", "C", "C", "C", "C", "C", "C", "C", "C", "C", "C", "C", "C", "H", "H", "H", "H", "H", "H", "H", "N", "Mn", "C", "H", "H", "C", "H", "H", "P", "P", "C", "H", "H", "H", "C", "H", "H", "H", "C", "H", "H", "H", "C", "H", "H", "H", "C", "O", "H", "Cl", "C", "C", "C", "C", "C", "C", "C", "O", "O", "H", "H", "H", "H"],
  "positions_angstrom": [[-0.993, 3.593, -2.657], [-0.848, 2.207, -2.537], [0.398, 1.657, -2.876], [1.455, 2.437, -3.397], [1.305, 3.836, -3.431], [0.080, 4.395, -3.078], [2.468, 1.619, -4.006], [2.877, 0.392, -3.378], [1.775, -0.329, -2.874], [1.848, -1.687, -2.530], [3.107, -2.291, -2.579], [4.241, -1.555, -2.961], [4.143, -0.222, -3.353], [-1.958, 4.038, -2.417], [2.143, 4.453, -3.760], [-0.069, 5.475, -3.139], [3.280, 2.179, -4.462], [3.193, -3.344, -2.313], [5.213, -2.054, -2.955], [5.020, 0.355, -3.653], [0.548, 0.287, -3.222], [0.049, -0.208, 0.463], [-1.954, 1.299, -2.044], [-1.879, 0.324, -2.548], [-2.941, 1.744, -2.220], [0.585, -2.405, -2.094], [-0.284, -1.912, -2.555], [0.617, -3.467, -2.367], [-1.782, 0.956, -0.231], [0.333, -2.291, -0.266], [1.741, -3.170, 0.466], [1.645, -3.085, 1.557], [1.732, -4.227, 0.167], [2.685, -2.706, 0.155], [-1.136, -3.273, 0.157], [-1.016, -4.307, -0.193], [-1.234, -3.258, 1.253], [-2.034, -2.825, -0.288], [-1.859, 2.584, 0.580], [-2.847, 3.045, 0.447], [-1.654, 2.446, 1.651], [-1.089, 3.244, 0.164], [-3.302, 0.095, 0.282], [-3.236, -0.114, 1.359], [-4.185, 0.716, 0.085], [-3.394, -0.861, -0.251], [1.743, 0.410, 0.314], [2.853, 0.700, 0.080], [0.996, 0.602, -4.269], [-2.788, 0.181, 8.631], [-2.078, -0.090, 7.096], [-1.089, -1.078, 6.949], [-0.527, -1.302, 5.691], [-0.928, -0.533, 4.598], [-1.899, 0.461, 4.748], [-2.491, 0.677, 5.995], [-0.329, -0.809, 3.242], [0.150, -1.943, 2.995], [-0.388, 0.184, 2.409], [-0.777, -1.660, 7.811], [0.222, -2.078, 5.547], [-2.196, 1.061, 3.889], [-3.261, 1.433, 6.121]]
}

=====

Entry 3:
{
  "formula": "C27H28F4NO5",
  "method": "ωB97M-V with the def2-TZVPD basis set",
  "spin_multiplicity": 1,
  "gap_ev": 5.231,
  "e_homo_ev": -2.7709,
  "e_lumo_ha": 0.0904,
  "total_charge": -1,
  "e_above_lowest_kcal_mol": 166.6,
  "elements": ["C", "C", "O", "C", "C", "O", "C", "C", "C", "O", "C", "O", "N", "C", "O", "F", "H", "H", "H", "H", "H", "H", "H", "H", "H", "H", "H", "H", "H", "F", "C", "C", "C", "C", "C", "C", "H", "H", "H", "H", "H", "F", "C", "C", "C", "C", "C", "C", "H", "H", "H", "H", "H", "F", "C", "C", "C", "C", "C", "C", "H", "H", "H", "H", "H"],
  "positions_angstrom": [[-1.442, -2.371, -4.876], [0.032, -1.637, -5.105], [0.995, -2.049, -4.035], [2.333, -1.428, -4.303], [2.516, -0.141, -3.250], [1.200, 0.050, -2.621], [1.254, 0.981, -1.481], [-0.096, 1.945, -1.696], [-0.453, 2.132, -3.319], [0.427, 2.566, -4.231], [1.135, 0.223, -0.032], [2.164, 0.390, 0.837], [-0.029, -0.606, 0.463], [-0.384, -1.744, -0.468], [-1.512, -1.584, -1.208], [0.424, -2.986, -0.673], [-2.345, -1.678, -5.208], [-1.464, -3.300, -5.620], [-1.618, -2.704, -3.751], [-0.173, -0.477, -4.916], [0.458, -1.770, -6.187], [2.458, -1.099, -5.424], [3.119, -2.268, -3.995], [3.301, -0.374, -2.402], [2.867, 0.807, -3.862], [0.068, 3.012, -1.236], [-1.026, 1.440, -1.166], [-1.545, 1.863, -3.686], [0.283, -1.087, 1.359], [-2.477, 2.003, 6.200], [-1.603, 1.107, 5.724], [-1.499, -0.138, 6.335], [-0.592, -1.074, 5.837], [0.210, -0.750, 4.740], [0.101, 0.504, 4.137], [-0.813, 1.436, 4.628], [-2.123, -0.369, 7.192], [-0.508, -2.053, 6.303], [0.920, -1.478, 4.354], [0.729, 0.756, 3.285], [-0.917, 2.412, 4.165], [7.496, -2.133, 4.901], [6.243, -2.498, 4.601], [5.671, -3.582, 5.258], [4.364, -3.960, 4.949], [3.647, -3.256, 3.979], [4.232, -2.173, 3.321], [5.534, -1.788, 3.638], [6.246, -4.122, 6.003], [3.905, -4.801, 5.463], [2.629, -3.554, 3.736], [3.673, -1.629, 2.563], [6.001, -0.943, 3.143], [-3.426, 2.058, -1.988], [-4.373, 2.938, -2.340], [-5.562, 2.987, -1.621], [-6.547, 3.906, -1.984], [-6.334, 4.760, -3.069], [-5.139, 4.700, -3.787], [-4.151, 3.788, -3.417], [-5.713, 2.310, -0.786], [-7.477, 3.958, -1.423], [-7.104, 5.474, -3.354], [-4.978, 5.363, -4.634], [-3.212, 3.734, -3.959]]
}